{
  "formula": "C3H11N2S",
  "method": "ωB97M-V/def2-TZVPD",
  "species": ["C", "S", "C", "H", "H", "H", "H", "H", "H", "N", "C", "N", "H", "H", "H", "H", "H"],
  "coordinates": [[-0.76255, 1.07318, -1.80507], [0.01675, -0.54071, -1.20049], [-0.88125, -1.68947, -2.13318], [-1.15438, 1.72435, -0.98697], [-0.00198, 1.48573, -2.42234], [-1.55356, 0.68589, -2.45053], [-1.06928, -2.52272, -1.44576], [-0.28990, -2.00265, -3.05924], [-1.85798, -1.26110, -2.52656], [1.45714, 1.34787, 1.88009], [0.94222, 0.49979, 2.70764], [0.31015, -0.55879, 2.25009], [1.43123, 1.22869, 0.84106], [2.11658, 1.94537, 2.33203], [1.02260, 0.71880, 3.76305], [0.18308, -1.30338, 2.96393], [0.09113, -0.83085, 1.29226]],
  "atomic_forces_ev_per_a": [[-0.19, -1.56, 0.77], [0.28, 2.40, 0.87], [-0.94, -1.04, -2.31], [0.54, -0.62, -0.72], [0.36, 0.96, -0.31], [-0.12, 0.56, 0.19], [-0.14, -0.11, -0.66], [-0.84, 0.07, 1.29], [1.07, -0.67, 0.75], [1.80, 3.59, -4.36], [-0.35, -0.64, 3.68], [-2.42, -4.83, 0.54], [0.37, 0.20, 1.87], [0.54, 0.57, -0.81], [-0.29, -0.24, -0.06], [0.02, 0.70, -1.28], [0.32, 0.67, 0.53]],
  "e_above_lowest_kcal_mol": 33.7,
  "spin_multiplicity": 2,
  "s2": 0.753,
  "charge": 0,
  "orbital_gap_ev": [4.46, 9.63],
  "e_tot_ev": -17101.67174
}